Molecular formula: C10H21N3O5
Method: DFT, ωB97M-V with the def2-TZVPD basis set

## Properties
Orbital gap   0.378 hartree
Structure (SMILES)   CC[C@H](C)[C@H](N)C(=O)O.NC(=O)C[C@H](N)C(=O)O
Relative energy (zero: lowest compared OMol25 entry of this formula, charge and spin)   0.556 eV
LUMO energy   0.56 eV
Electronic energy   -25419.9593 eV
Charge   0

Positions of all 39 atoms, in Å:
1 C -4.2272 0.0215 -0.9398
2 C -4.7426 -1.0571 0.0241
3 C -2.9095 0.6518 -0.4229
4 C -3.1194 1.3616 0.9152
5 C -1.7508 -0.3561 -0.3714
6 C -0.3802 0.2968 -0.1997
7 C 3.4832 -0.0193 0.9458
8 C 3.1805 1.2394 0.1293
9 C 3.7179 -1.1956 0.0054
10 C 5.0426 -1.0607 -0.7024
11 H -5.6829 1.2380 -0.2676
12 H -5.9581 0.6921 -1.7599
13 H -4.0084 -0.4510 -1.9078
14 H -2.6651 1.4103 -1.1775
15 H -3.9060 2.1198 0.8340
16 H -2.2075 1.8762 1.2327
17 H -3.4033 0.6557 1.7057
18 H -1.9152 -1.0677 0.4446
19 H -1.7379 -0.9356 -1.3090
20 H -0.1927 1.0273 -0.9945
21 H -0.2990 0.8183 0.7599
22 H 0.4162 -0.4513 -0.2366
23 H -3.4658 -2.2634 -0.7234
24 H 2.1719 0.4882 2.4388
25 H 1.4878 -0.3590 1.2498
26 H 4.3499 0.1752 1.5868
27 H 3.7264 -2.1447 0.5578
28 H 2.9288 -1.2735 -0.7531
29 H 7.0353 -1.3417 -0.4350
30 H 6.0815 -1.8761 0.9093
31 H 3.9671 2.6597 -0.7702
32 N -5.2240 1.0568 -1.1596
33 N 2.3290 -0.3204 1.8343
34 N 6.1428 -1.3527 0.0465
35 O -5.6184 -0.8551 0.8252
36 O -4.1504 -2.2702 -0.0398
37 O 2.0727 1.6241 -0.2140
38 O 5.1449 -0.6962 -1.8676
39 O 4.2861 1.9347 -0.1936

Results of the natural (NBO) charge analysis, in e, for atoms 1 through 5:
1. C -0.1600
2. C 0.7689
3. C -0.2085
4. C -0.6250
5. C -0.4155